ORCA calculation (ωB97M-V with the def2-TZVPD basis set) on a gas-phase ion, C5H15N2O (charge +1) at a distorted geometry.

Summary:
SMILES: C[NH2+]CCNCCO
energy: -383.92428 hartree
2S+1: 1
energy above the lowest of the compared OMol25 structures with the same formula, charge and spin: 79.54 kcal per mole
strongest force on any atom: 4.48 eV/Å
total charge: +1

CARTESIAN COORDINATES (ANGSTROEM)
C 0.287 -1.219 -3.329
N 0.083 -0.204 -2.246
C -1.240 -0.412 -1.417
C -0.831 -1.174 -0.121
N 0.309 -0.367 0.414
C -0.218 0.874 1.261
C 0.970 1.016 2.267
O 0.424 1.547 3.445
H -0.580 -1.236 -4.088
H 0.283 -2.320 -3.087
H 1.280 -1.099 -3.913
H 0.128 0.829 -2.608
H 1.016 -0.416 -1.615
H -1.728 0.619 -1.321
H -1.905 -1.040 -2.150
H -0.510 -2.224 -0.269
H -1.693 -1.105 0.504
H 0.817 -1.024 1.086
H -0.171 1.595 0.441
H -1.142 0.667 1.841
H 1.398 0.037 2.649
H 1.842 1.602 1.942
H 1.018 2.222 3.886